[1]
26
Properties=species:S:1:pos:R:3 method="wB97M-V/def2-TZVPD" e_lumo_ev=-4.0 e_tot_ha=-569.373102 homo_lumo_gap_ev=8.25 charge=+1 homo_energy_ev=-12.29 e_above_lowest_kcal_mol=111.03
C -0.619 -3.667 1.113
C 0.165 -3.275 0.086
C -0.998 1.584 3.040
C -0.671 0.210 3.022
C -1.193 2.042 1.807
C -0.436 -0.273 1.784
C -0.841 0.980 0.782
C -0.117 1.854 -0.465
C -0.256 1.560 -1.778
N -0.875 -2.575 1.864
N 0.354 -1.935 0.189
N -0.306 -1.538 1.281
N 2.167 -0.641 -1.214
H -1.155 -4.655 1.319
H 0.751 -3.853 -0.615
H -1.213 2.223 3.859
H -0.609 -0.381 4.006
H -1.310 3.055 1.631
H -1.846 0.869 0.322
H 0.422 2.576 0.109
H -0.842 0.594 -1.962
H 2.934 -1.251 -1.293
H -0.065 2.179 -2.600
H 0.946 -1.355 -0.428
H 2.055 -0.264 -2.085
H 2.478 0.137 -0.637

---

[2]
49
Properties=species:S:1:pos:R:3 method="wB97M-V/def2-TZVPD" e_lumo_ev=0.7 smiles="COc1ccc(CN2C[C@H](C(=O)NCCC(C)C)CC2=O)cc1" e_tot_ha=-1036.768730 homo_lumo_gap_ev=8.84 homo_energy_ev=-8.14 e_above_lowest_kcal_mol=20.58
C -5.525 -1.520 0.094
H -6.236 -0.740 -0.199
O -4.318 -1.414 -0.619
C -3.577 -0.276 -0.478
C -2.385 -0.232 -1.201
C -1.559 0.868 -1.127
C -1.904 1.959 -0.335
C -3.086 1.909 0.385
C -3.923 0.807 0.320
H -4.832 0.807 0.900
H -3.363 2.740 1.016
C -1.006 3.169 -0.252
N 0.366 2.807 0.030
C 0.748 2.280 1.207
O 0.039 2.087 2.168
C 2.249 2.004 1.120
H 2.481 1.052 1.594
H 2.773 2.792 1.665
C 2.551 2.061 -0.381
H 3.541 2.477 -0.588
C 2.481 0.671 -1.030
O 1.715 0.401 -1.931
N 3.381 -0.202 -0.538
H 3.962 0.074 0.238
C 3.386 -1.604 -0.890
H 4.409 -1.900 -1.144
C 2.864 -2.484 0.248
H 3.520 -2.361 1.115
H 2.929 -3.526 -0.071
C 1.421 -2.175 0.668
C 1.061 -3.004 1.900
H 0.056 -2.762 2.235
H 1.100 -4.066 1.667
H 1.750 -2.806 2.719
C 0.431 -2.451 -0.460
H -0.585 -2.312 -0.100
H 0.586 -1.765 -1.288
H 0.535 -3.473 -0.820
H 1.344 -1.116 0.936
H 2.759 -1.706 -1.777
C 1.432 2.952 -0.933
H 1.116 2.606 -1.921
H 1.747 4.002 -1.004
H -1.018 3.719 -1.197
H -1.364 3.829 0.546
H -0.632 0.866 -1.681
H -2.127 -1.078 -1.818
H -5.359 -1.472 1.176
H -5.935 -2.495 -0.163

---

[3]
38
Properties=species:S:1:pos:R:3 method="wB97M-V/def2-TZVPD" e_lumo_ev=-3.7 e_tot_ha=-897.743999 homo_lumo_gap_ev=9.96 charge=+1 homo_energy_ev=-13.65 e_above_lowest_kcal_mol=32.14
N 0.241 0.289 -0.179
H 0.857 0.563 -0.904
H -0.028 -0.691 -0.253
H -0.460 0.997 0.016
H 0.785 0.296 0.686
O 2.757 1.612 -1.857
H 2.894 1.744 -2.776
H 2.555 2.457 -1.473
O 1.808 -1.602 -2.253
H 1.353 -2.388 -2.600
H 2.210 -1.866 -1.446
O -0.631 3.497 -0.451
H -0.218 3.418 0.421
H -1.491 3.829 -0.229
O 2.854 1.487 1.474
H 3.157 0.600 1.559
H 2.212 1.488 2.186
O -2.672 -1.084 0.537
H -3.160 -1.013 -0.294
H -3.297 -0.703 1.121
O 0.957 1.099 3.273
H 1.237 1.109 4.200
H 0.500 0.233 3.247
O -1.566 -1.678 -2.637
H -1.185 -2.327 -2.007
H -2.398 -1.421 -2.282
O -0.356 -3.384 -0.815
H -1.093 -3.664 -0.234
H 0.386 -3.162 -0.226
O 0.083 -1.518 2.328
H -0.851 -1.627 2.453
H 0.344 -2.023 3.074
O -1.776 1.665 1.845
H -2.531 1.329 1.426
H -1.714 1.036 2.544
O -0.331 0.742 -3.199
H -1.159 0.824 -2.851
H -0.261 -0.180 -3.422

---

[4]
38
Properties=species:S:1:pos:R:3 method="wB97M-V/def2-TZVPD" e_lumo_ev="0.5 / 0.4" e_tot_ha=-11774.352710 homo_lumo_gap_ev="5.91 / 5.91" charge=-1 homo_energy_ev="-5.39 / -5.51" e_above_lowest_kcal_mol=23.98
Li -1.156 -0.545 0.726
C -3.008 -0.119 -3.529
C -2.814 -0.175 -2.010
O -4.093 -0.154 -1.357
P -2.074 -1.758 -1.532
O -2.893 -2.846 -2.366
O -0.655 -1.823 -2.213
O -2.048 -2.024 -0.074
P -1.888 1.332 -1.446
O -0.561 1.292 -2.404
O -2.781 2.450 -1.841
O -1.401 1.139 -0.044
H -3.722 -0.879 -3.843
H -2.065 -0.284 -4.051
H -3.397 0.865 -3.792
H -4.342 0.781 -1.295
H -3.718 -3.064 -1.914
H 0.014 -1.468 -1.575
H -0.718 1.849 -3.174
Se -1.508 -0.899 7.188
Sb -0.265 0.163 5.296
Se -0.225 2.369 6.272
Se 2.214 -0.049 5.606
Se -0.945 -0.731 3.169
O 0.835 -0.861 -0.048
S 1.663 0.402 -0.059
C 3.337 -0.123 -0.557
C 4.282 0.651 0.348
C 3.709 0.481 1.755
C 2.205 0.728 1.658
H 3.465 0.050 -1.624
H 3.371 -1.194 -0.348
H 4.291 1.708 0.067
H 5.306 0.282 0.265
H 4.170 1.156 2.475
H 3.890 -0.537 2.104
H 1.924 1.758 1.875
H 1.603 0.076 2.290